# 1
83
Properties=species:S:1:pos:R:3:forces:R:3:lowdin_charge:R:1 method="wB97M-V/def2-TZVPD" homo_energy_ha=-0.4437 e_above_lowest_kcal_mol=0.0 e_tot_ha=-4646.89886 homo_lumo_gap_ha=0.2983 charge=+1
Ga 0.403 0.281 -0.730 0.457 -1.440 -0.218 0.133
O 2.219 0.072 -0.149 -0.028 0.529 0.204 -0.005
C 2.806 -1.016 0.048 0.712 -0.215 -0.454 -0.136
C 2.254 -2.307 -0.028 0.137 -1.365 0.526 -0.130
C 3.083 -3.411 0.344 -0.573 -0.462 -0.103 0.075
C 2.571 -4.686 0.419 0.050 0.642 -0.262 -0.114
C 1.206 -4.979 0.121 0.696 1.516 -0.134 0.058
C 0.416 -3.940 -0.329 0.185 0.128 0.467 0.044
C 0.893 -2.584 -0.370 0.390 -0.172 -0.139 -0.287
O 0.112 -1.635 -0.754 -0.501 0.598 -0.065 -0.033
N 3.484 -5.800 0.767 -0.227 0.608 -0.160 -0.370
O 4.674 -5.593 0.795 0.224 0.348 0.010 0.093
O 2.958 -6.857 0.983 -0.400 -0.871 0.192 0.102
H 3.903 -0.945 0.223 -0.612 -0.035 0.185 0.169
H 4.123 -3.262 0.584 0.214 0.051 0.038 0.131
H 0.842 -5.978 0.266 -0.141 -0.263 -0.140 0.124
H -0.626 -4.094 -0.578 0.017 -0.016 -0.019 0.127
C -2.949 4.244 0.787 0.244 0.040 0.023 -0.042
C -2.229 4.075 2.120 -0.410 -0.550 -0.462 -0.617
C -1.370 5.293 2.374 -0.677 0.372 0.239 -0.020
C -3.206 3.778 3.243 0.678 0.187 1.017 -0.015
O -1.317 2.953 2.027 0.477 -0.071 0.132 -0.132
Si -1.417 1.506 1.335 -0.350 -0.014 0.106 -0.033
S -1.191 1.672 -0.813 -0.449 0.334 0.569 0.659
O -0.088 0.579 1.754 -0.210 0.242 -0.199 -0.202
C 0.426 0.289 3.103 0.144 0.266 1.051 -0.570
C -0.697 0.413 4.151 0.439 0.517 0.098 -0.021
C 1.555 1.296 3.455 -0.715 -0.649 0.106 -0.004
C 0.971 -1.147 3.073 -0.466 0.572 -0.097 -0.005
O -2.853 0.874 1.744 0.166 -0.342 -0.501 -0.142
C -3.688 -0.249 1.317 0.376 0.163 0.074 -0.592
C -2.822 -1.492 0.972 -1.105 0.876 -0.913 -0.010
C -4.571 0.168 0.135 0.261 -0.685 0.218 -0.023
C -4.552 -0.511 2.540 0.057 0.600 0.031 -0.025
H -3.581 5.108 0.775 -0.627 0.491 0.398 0.088
H -3.547 3.390 0.505 -0.186 -0.380 0.039 0.074
H -2.253 4.462 -0.003 0.600 -0.203 -0.411 0.073
H -2.056 6.163 2.419 0.616 -0.261 -0.028 0.106
H -0.664 5.395 1.554 0.046 0.198 -0.028 0.090
H -0.825 5.216 3.314 -0.027 -0.021 0.007 0.090
H -3.918 4.578 3.391 -0.281 0.204 -0.180 0.092
H -2.648 3.703 4.182 0.117 0.152 -0.007 0.091
H -3.709 2.825 3.181 -0.266 -0.211 -0.601 0.073
H -1.096 1.445 4.192 0.120 -0.522 -0.129 0.087
H -0.316 0.178 5.162 -0.010 0.069 -0.540 0.107
H -1.489 -0.279 3.923 -0.464 -0.244 -0.047 0.070
H 1.123 2.279 3.667 0.141 -0.118 -0.005 0.088
H 2.216 1.377 2.604 0.369 0.065 -0.167 0.075
H 2.113 0.922 4.338 -0.321 0.297 -0.514 0.106
H 0.258 -1.780 2.529 0.299 -0.013 0.030 0.090
H 1.093 -1.552 4.083 0.033 0.183 -0.174 0.101
H 1.942 -1.107 2.586 0.083 -0.398 -0.124 0.071
H -2.091 -1.212 0.216 -0.069 -0.066 -0.239 0.045
H -3.484 -2.284 0.541 0.654 0.465 0.568 0.112
H -2.266 -1.808 1.825 0.182 -0.530 0.748 0.070
H -4.040 0.440 -0.777 0.293 -0.281 0.063 0.069
H -5.137 1.038 0.417 -0.518 0.251 0.183 0.081
H -5.232 -0.697 -0.063 0.091 0.615 -0.104 0.101
H -3.914 -0.720 3.391 0.125 -0.247 0.177 0.079
H -5.196 -1.345 2.343 -0.447 -0.526 0.068 0.084
H -5.164 0.361 2.826 0.216 -0.273 -0.374 0.100
C 2.877 -3.403 -4.400 -0.940 -0.211 0.593 -0.104
C 2.541 -2.191 -5.255 -0.110 0.641 0.348 -0.270
C 1.549 -1.229 -4.557 -0.115 0.099 -0.691 -0.319
S 2.173 -0.245 -3.186 0.606 -0.547 0.244 1.047
O 0.936 0.487 -2.610 0.188 -0.332 -0.120 -0.520
C 3.142 1.066 -4.009 0.062 -0.396 -0.277 -0.294
C 2.387 2.397 -3.978 -0.083 -0.114 -0.313 -0.270
C 1.214 2.515 -4.977 0.257 -0.808 0.239 -0.078
H 3.589 -4.024 -4.916 0.407 -0.244 0.039 0.072
H 1.957 -4.003 -4.283 0.339 0.078 0.061 0.084
H 3.229 -3.169 -3.361 -0.101 0.007 -1.008 0.081
H 2.073 -2.446 -6.229 0.235 -0.131 0.678 0.131
H 3.461 -1.674 -5.519 0.117 0.263 -0.046 0.098
H 0.704 -1.793 -4.160 0.004 0.053 0.228 0.106
H 1.161 -0.504 -5.263 -0.201 0.141 -0.190 0.090
H 3.404 0.673 -5.009 -0.404 0.345 0.231 0.101
H 4.103 1.115 -3.480 -0.377 0.068 0.162 0.098
H 3.122 3.142 -4.204 0.545 0.502 -0.312 0.106
H 2.122 2.602 -2.943 -0.358 0.024 -0.003 0.103
H 1.527 1.986 -5.899 -0.400 0.323 0.272 0.081
H 0.987 3.548 -5.241 0.100 -0.047 0.131 0.077
H 0.299 2.049 -4.571 0.403 0.154 -0.290 0.075



# 2
121
Properties=species:S:1:pos:R:3:forces:R:3:lowdin_charge:R:1 method="wB97M-V/def2-TZVPD" homo_energy_ha="-0.2409 / -0.2409" e_above_lowest_kcal_mol=127.9 e_tot_ha=-4858.06066 homo_lumo_gap_ha="0.2173 / 0.2172"
W 0.078 -0.132 0.525 -1.047 0.887 -0.836 1.764
C 0.074 -6.835 0.546 0.060 -0.290 0.218 -0.116
C -1.304 -5.490 1.563 0.030 0.138 -0.028 -0.107
C -1.018 -4.118 2.237 -0.207 0.091 0.217 -0.131
C -0.792 -2.810 1.375 -0.422 -0.223 -1.348 -0.354
C 0.740 -4.201 0.016 0.057 0.491 0.196 -0.001
C 0.459 -5.624 -0.260 -0.108 -0.041 0.080 -0.127
N -0.539 -1.634 2.276 -0.315 1.146 -0.852 -0.177
C -1.682 -0.902 2.790 -0.271 0.468 0.175 -0.249
C -2.725 -1.476 3.504 0.063 -0.115 0.064 -0.064
C -3.815 -0.727 3.922 0.016 -0.070 -0.043 -0.078
C -3.905 0.611 3.585 -0.087 0.054 0.060 -0.087
C -2.875 1.211 2.883 0.256 0.018 -0.188 -0.025
C -1.745 0.484 2.515 -0.445 -0.576 0.896 -0.255
N -0.669 1.149 1.896 0.464 -0.041 0.004 -0.122
N 0.580 0.596 2.291 0.042 0.866 1.162 -0.151
C 1.627 1.509 2.315 1.088 0.406 0.163 -0.376
C 1.493 2.840 2.737 -0.391 -0.341 0.074 -0.029
C 2.617 3.637 2.790 0.036 -0.060 -0.004 -0.094
C 3.847 3.104 2.428 0.069 0.142 0.030 -0.080
C 3.883 1.780 2.030 -0.075 -0.063 -0.016 -0.151
N 2.811 1.000 1.950 -0.097 0.199 0.390 0.118
H 0.336 -7.807 0.147 -0.058 0.018 -0.091 0.135
H -2.336 -5.758 1.790 0.037 -0.053 0.027 0.137
H -1.710 -4.021 3.079 -0.032 0.022 -0.013 0.120
H 0.590 -3.619 -0.896 -0.216 -0.089 -0.030 0.055
H 0.704 -5.908 -1.278 -0.042 -0.062 0.017 0.143
H -2.727 -2.536 3.707 0.081 -0.002 0.040 0.098
H -4.595 -1.205 4.499 -0.056 -0.003 -0.055 0.107
H -4.766 1.193 3.889 0.000 0.012 -0.010 0.103
H -2.908 2.262 2.624 0.038 0.027 0.048 0.104
H 0.511 3.201 3.011 0.007 0.054 0.023 0.106
H 2.542 4.666 3.120 -0.033 0.007 -0.004 0.106
H 4.748 3.701 2.461 0.024 -0.036 0.007 0.097
H 4.821 1.303 1.760 0.019 0.058 -0.033 0.110
C -0.053 -2.263 5.223 0.126 0.141 -0.329 -0.131
Si 0.665 -2.282 3.477 0.333 -0.895 0.263 0.685
C 2.435 -1.682 3.546 -0.353 0.049 -0.088 -0.145
C 0.499 -3.991 2.611 0.022 0.248 0.059 -0.296
C 1.225 -5.151 3.166 -0.063 0.119 0.165 -0.043
C 0.791 -6.384 2.951 -0.028 -0.074 0.012 -0.039
C -0.326 -6.641 2.007 0.210 0.005 -0.001 -0.202
C -1.003 -5.880 0.088 -0.081 0.096 -0.299 -0.116
C 0.537 -3.541 1.161 0.306 -0.548 0.229 -0.209
Si -1.707 -1.899 -0.120 -0.899 -2.443 1.480 0.726
C -3.530 -1.945 0.542 0.156 0.974 -0.328 -0.183
C -1.984 -2.958 -1.671 0.725 0.712 -0.210 -0.193
H 0.431 -3.049 5.807 0.074 -0.020 -0.024 0.038
H -1.127 -2.425 5.270 -0.006 -0.060 -0.008 0.014
H 0.159 -1.309 5.710 -0.001 0.028 0.010 0.038
H 3.034 -2.412 4.097 -0.097 -0.082 0.061 0.039
H 2.498 -0.726 4.066 0.017 -0.001 0.041 0.028
H 2.866 -1.554 2.557 -0.006 -0.020 -0.035 0.005
H 2.075 -4.954 3.812 0.056 -0.124 -0.015 0.102
H 1.273 -7.249 3.395 0.078 0.042 0.029 0.106
H -0.900 -7.513 2.328 -0.046 0.029 -0.053 0.141
H -1.777 -5.989 -0.658 0.051 -0.114 -0.061 0.128
H -4.217 -2.083 -0.297 0.032 -0.010 -0.083 0.018
H -3.842 -1.042 1.073 -0.065 -0.049 0.047 0.015
H -3.668 -2.792 1.214 0.181 -0.051 -0.011 0.035
H -2.498 -3.881 -1.401 -0.044 0.088 0.284 0.029
H -1.068 -3.197 -2.214 0.032 0.027 -0.089 -0.064
H -2.627 -2.406 -2.364 -0.032 -0.001 0.013 0.019
O -1.431 0.965 -0.582 -0.387 0.005 -0.584 -0.478
P -1.474 1.871 -1.798 1.068 -0.874 0.148 0.814
C 0.081 1.703 -2.751 -0.193 0.454 0.342 -0.260
P 1.502 1.945 -1.621 0.087 -0.308 -0.458 0.846
O 1.105 1.646 -0.182 -0.134 0.280 -0.085 -0.398
C 2.923 1.106 -2.326 -0.072 0.318 -0.249 -0.302
C 4.122 1.148 -1.615 -0.116 0.103 0.076 -0.067
C 5.265 0.599 -2.161 0.060 -0.007 0.012 -0.067
C 5.222 0.017 -3.424 -0.118 0.033 0.018 -0.059
C 4.039 0.014 -4.148 0.140 -0.016 -0.107 -0.063
C 2.890 0.570 -3.609 -0.206 -0.025 0.161 -0.086
C 1.980 3.673 -1.695 0.074 0.262 0.008 -0.283
C 2.520 4.177 -2.881 -0.136 -0.167 0.058 -0.077
C 2.931 5.494 -2.952 0.000 0.165 -0.054 -0.071
C 2.825 6.316 -1.834 -0.115 -0.126 0.035 -0.069
C 2.299 5.813 -0.652 0.067 0.240 -0.046 -0.064
C 1.873 4.498 -0.580 -0.168 -0.299 -0.024 -0.061
C -1.750 3.569 -1.327 -0.672 0.341 -0.499 -0.252
C -2.823 3.785 -0.450 0.341 -0.324 -0.011 -0.059
C -3.323 5.056 -0.264 -0.093 0.298 0.053 -0.064
C -2.777 6.134 -0.956 0.097 -0.260 -0.002 -0.061
C -1.714 5.925 -1.823 -0.032 0.292 0.004 -0.066
C -1.214 4.652 -2.028 0.111 -0.394 0.144 -0.075
C -2.760 1.319 -2.906 -0.600 0.479 -0.044 -0.258
C -2.920 1.928 -4.154 0.240 -0.114 0.250 -0.069
C -3.975 1.566 -4.967 -0.103 -0.032 -0.193 -0.069
C -4.890 0.609 -4.541 0.122 0.092 0.160 -0.060
C -4.754 0.031 -3.286 -0.177 -0.070 -0.154 -0.058
C -3.704 0.394 -2.463 0.463 0.027 0.145 -0.060
H 0.111 2.412 -3.581 0.034 -0.004 -0.011 0.077
H 0.075 0.680 -3.140 0.048 -0.036 0.085 0.079
H 4.135 1.600 -0.631 0.080 -0.035 0.053 0.098
H 6.194 0.620 -1.607 -0.020 -0.039 0.041 0.110
H 6.110 -0.440 -3.839 0.016 0.023 -0.016 0.110
H 4.003 -0.431 -5.133 -0.030 -0.052 0.028 0.116
H 1.969 0.535 -4.174 0.015 -0.110 -0.014 0.101
H 2.618 3.527 -3.744 0.078 0.030 -0.021 0.112
H 3.337 5.888 -3.874 0.018 -0.030 -0.003 0.107
H 3.143 7.349 -1.892 0.037 0.002 0.015 0.106
H 2.218 6.457 0.214 -0.009 -0.028 0.031 0.108
H 1.450 4.095 0.331 0.044 0.010 0.031 0.095
H -3.246 2.934 0.072 -0.070 0.049 0.029 0.108
H -4.157 5.221 0.406 0.012 -0.052 0.031 0.110
H -3.187 7.126 -0.827 0.017 0.021 0.029 0.108
H -1.279 6.761 -2.355 0.002 -0.004 -0.009 0.110
H -0.388 4.503 -2.712 -0.040 0.054 -0.055 0.095
H -2.210 2.681 -4.478 -0.047 0.023 -0.087 0.107
H -4.088 2.026 -5.939 0.002 0.000 -0.001 0.109
H -5.714 0.329 -5.184 -0.005 -0.029 -0.007 0.109
H -5.472 -0.705 -2.950 0.009 -0.005 0.021 0.112
H -3.585 -0.042 -1.479 -0.104 -0.033 -0.007 0.081
Cl 1.114 -2.839 -3.531 -0.144 0.044 -0.318 -0.350
C 2.896 -1.753 -1.265 -0.246 0.270 0.643 -0.533
Cl 4.071 -2.484 -0.246 0.248 -0.133 0.095 0.673
C 1.813 -1.221 -0.692 1.345 -1.215 -1.247 -0.703
O 1.582 -1.263 0.631 0.366 0.183 0.057 -0.232
O 0.795 -0.576 -1.290 -0.088 -0.327 0.228 -0.299
H 3.117 -1.759 -2.314 -0.275 -0.051 -0.120 -0.001



# 3
61
Properties=species:S:1:pos:R:3:forces:R:3:lowdin_charge:R:1 method="wB97M-V/def2-TZVPD" smiles="O=C(C1CCN(S(=O)(=O)c2cccc3cccnc23)CC1)N1CCN(c2ccccc2)CC1" homo_energy_ha=-0.2994 e_above_lowest_kcal_mol=49.1 e_tot_ha=-1812.39845 homo_lumo_gap_ha=0.2980
O -0.835 0.355 -0.417 -0.198 0.055 -0.169 0.058
C 0.209 0.393 0.213 0.242 0.222 -0.153 -0.411
N 0.430 -0.458 1.240 -0.146 -0.345 0.339 -0.047
C 1.626 -0.634 2.029 0.416 -0.110 -0.059 -0.127
H 2.362 0.139 1.821 -0.054 0.015 0.002 0.113
C 2.237 -2.019 1.765 0.000 0.240 0.215 -0.150
N 1.253 -3.028 2.073 0.001 0.273 0.031 -0.110
C 1.657 -4.312 2.436 0.144 -0.277 0.120 -0.230
C 0.736 -5.176 3.036 -0.052 -0.002 -0.074 -0.031
C 1.114 -6.434 3.456 -0.036 -0.025 -0.036 -0.091
C 2.422 -6.865 3.303 0.118 -0.100 0.017 -0.106
C 3.344 -6.017 2.718 0.003 -0.154 0.072 -0.092
C 2.971 -4.758 2.284 -0.057 0.201 -0.115 -0.033
H 3.711 -4.131 1.811 0.036 0.081 -0.044 0.099
H 4.367 -6.339 2.586 0.076 -0.021 -0.010 0.102
H 2.716 -7.849 3.636 0.029 -0.081 0.033 0.098
H 0.383 -7.082 3.919 -0.062 -0.039 0.042 0.102
H -0.281 -4.850 3.191 -0.075 0.059 0.038 0.105
C 0.061 -2.862 1.266 -0.275 0.175 0.060 -0.131
H -0.662 -3.641 1.501 0.026 0.034 -0.030 0.114
C -0.550 -1.487 1.533 -0.293 -0.242 -0.260 -0.110
H -1.418 -1.318 0.895 0.097 -0.031 0.126 0.121
H -0.842 -1.409 2.585 -0.006 -0.048 -0.031 0.133
H 0.310 -2.934 0.193 -0.055 -0.033 0.039 0.138
H 3.101 -2.145 2.419 -0.003 -0.001 -0.061 0.123
H 2.569 -2.070 0.714 0.054 -0.002 0.049 0.135
H 1.348 -0.574 3.088 0.097 0.020 -0.051 0.135
C 1.285 1.446 -0.074 -0.029 -0.055 -0.139 -0.205
H 2.274 0.987 -0.002 -0.075 0.019 0.036 0.131
C 1.083 2.013 -1.491 -0.094 0.121 -0.031 -0.114
C 1.109 3.540 -1.524 0.508 -0.212 -0.551 -0.192
N 0.166 4.132 -0.603 -0.937 0.442 -0.399 -0.214
S -1.222 4.799 -1.228 0.280 0.474 0.100 0.677
O -0.878 5.539 -2.401 -0.012 -0.341 -0.055 -0.272
O -1.839 5.508 -0.141 -0.082 -0.409 0.153 -0.289
C -2.316 3.418 -1.617 0.298 0.605 0.412 -0.184
C -3.304 3.129 -0.720 0.102 0.189 0.036 -0.051
C -4.169 2.045 -0.931 -0.089 -0.241 -0.188 -0.051
C -4.038 1.274 -2.052 -0.089 0.075 0.204 -0.017
C -3.034 1.553 -3.000 0.349 0.357 0.023 -0.144
C -2.853 0.795 -4.175 0.189 0.085 -0.131 -0.007
C -1.844 1.124 -5.038 -0.263 -0.177 0.134 -0.045
C -1.005 2.202 -4.705 0.026 -0.015 -0.014 -0.116
N -1.137 2.922 -3.628 0.329 0.231 -0.187 0.115
C -2.137 2.639 -2.776 -0.492 -0.628 -0.243 -0.212
H -0.183 2.477 -5.354 0.065 -0.035 -0.131 0.113
H -1.678 0.570 -5.949 0.008 -0.043 -0.062 0.101
H -3.516 -0.037 -4.373 -0.041 -0.056 -0.031 0.116
H -4.699 0.437 -2.230 -0.072 -0.071 0.006 0.116
H -4.936 1.829 -0.202 -0.064 -0.021 0.035 0.108
H -3.409 3.764 0.147 -0.053 0.022 0.087 0.113
C -0.047 3.433 0.648 -0.183 0.013 0.849 -0.186
C 1.155 2.560 0.978 -0.112 0.033 -0.145 -0.115
H 1.024 2.134 1.974 0.040 0.080 0.026 0.117
H 2.057 3.174 0.985 0.049 -0.013 0.069 0.125
H -0.216 4.188 1.420 0.002 -0.215 0.037 0.125
H -0.943 2.799 0.590 0.065 -0.012 0.107 0.114
H 2.112 3.910 -1.283 -0.086 0.024 -0.070 0.125
H 0.835 3.900 -2.517 0.271 -0.083 0.015 0.099
H 0.113 1.671 -1.852 0.173 0.009 -0.007 0.088
H 1.848 1.631 -2.168 -0.005 -0.016 -0.036 0.123